Molecular formula: C17H25NTi
Method: DFT, ωB97M-V/def2-TZVPD

The geometry in XYZ format:
```
44
Properties=species:S:1:pos:R:3:forces:R:3:mulliken_spin:R:1
C -1.99340 0.60730 -1.95920 0.05 0.20 -0.09 -0.043
C 3.44820 0.03380 3.19440 -0.39 0.06 -0.60 0.023
C 3.63290 0.99180 2.18340 -0.20 -0.18 0.06 -0.010
H -2.47290 0.43380 1.60770 0.38 -0.43 0.33 0.001
H -2.34560 1.19500 -2.82120 -0.02 -0.15 0.06 0.012
H 0.91940 2.19420 -0.79090 -0.01 0.21 -0.25 -0.008
H 0.85980 -1.96690 -3.10810 0.19 0.04 0.06 -0.003
Ti 0.00000 0.00000 0.00000 -0.69 0.33 0.52 1.423
H -2.87300 0.44610 -1.32500 -0.04 0.00 -0.06 0.011
H -2.10140 -0.50930 3.10750 0.28 0.19 -0.48 0.002
H 0.50120 -2.58880 1.55210 -0.50 0.42 0.09 0.000
H -1.38860 2.04400 -0.37360 -0.16 0.29 -0.16 0.034
C 1.38760 -0.71090 2.14940 0.28 0.57 0.19 -0.064
C 1.92530 -0.26920 -2.29160 0.05 0.04 -0.16 0.037
C 2.33570 -0.82090 3.17310 -0.08 0.11 -0.18 -0.006
H 2.67520 -0.45270 -3.07110 -0.08 -0.03 0.09 -0.006
C -2.06960 -2.10740 0.98380 -0.26 -0.71 0.39 0.031
N -1.03440 -1.11150 1.33770 -1.02 -1.13 2.32 0.049
C 1.58950 0.27750 1.15250 0.83 -0.43 0.46 -0.033
H 4.49980 1.63920 2.20960 0.10 0.00 0.09 -0.001
H 0.44330 0.80380 -3.47620 0.08 0.07 0.10 0.001
H 1.80450 1.78720 -2.94830 -0.06 -0.13 -0.04 0.006
C 2.70320 1.11440 1.14370 0.33 -0.84 1.66 0.024
H -2.79180 -1.67500 0.25880 0.58 -0.25 0.40 -0.011
H 2.21320 -1.56260 3.95260 0.04 -0.05 0.15 0.000
H 4.17370 -0.05160 3.99310 -0.02 -0.01 0.00 0.002
H -0.15980 -2.01340 3.09880 0.11 0.30 -0.46 0.005
H -2.62930 -2.43380 1.88880 0.20 0.37 -0.31 0.001
C -1.66680 -0.07710 2.17840 -0.38 0.84 0.23 0.019
H 2.84840 1.85100 0.36780 0.01 0.10 -0.14 0.006
C -0.99050 1.39560 -1.15330 -1.06 1.16 -0.66 0.249
H 1.60970 -2.26320 -1.54310 -0.02 0.01 -0.07 -0.014
C 0.14110 -1.68020 2.08010 1.03 -0.37 0.12 -0.010
H 2.47590 -0.07800 -1.36050 -0.01 0.01 -0.20 0.007
C -0.32060 -1.28540 -1.44180 -0.05 -2.07 -1.86 -0.075
H -1.63520 -3.04500 0.58510 -0.05 0.80 -0.04 0.002
H -0.65880 -2.24490 -1.03640 0.18 -0.15 -0.30 -0.032
C 0.35950 1.51240 -1.42920 0.55 1.81 -0.94 0.308
H -1.00370 -0.67120 -3.41620 -0.10 -0.02 0.10 -0.002
C -1.41760 -0.75190 -2.40410 0.07 -0.26 0.02 0.038
H -2.23690 -1.47750 -2.47430 0.03 0.07 -0.07 -0.006
C 1.04250 -1.52050 -2.11560 -0.10 -0.20 -0.39 0.031
C 1.11340 0.99590 -2.63240 0.19 -0.06 0.11 0.005
H -0.93200 0.70570 2.46250 -0.27 -0.52 -0.10 -0.001
```
Positions in Å, forces in eV/Å.

Its HOMO energy (alpha / beta) is -0.201 / -0.274 Ha. As for the expectation value of S²: 2.01. The LUMO energy (alpha / beta) comes out at 0.40 / 0.39 eV. Its multiplicity is 3.



Molecular formula: C17H25NV
Method: DFT, ωB97M-V/def2-TZVPD

The geometry in XYZ format:
```
44
Properties=species:S:1:pos:R:3:forces:R:3:mulliken_spin:R:1
C -1.41312 -1.80739 -1.78105 1.49 1.20 2.04 0.024
H 1.62462 2.28877 -1.81855 -0.05 -0.20 0.14 -0.024
C -1.66691 1.10619 -1.68434 -1.24 0.41 -0.55 0.005
H -4.12645 -0.57160 2.55999 0.18 0.06 0.12 -0.001
H -2.51960 1.14450 -2.37169 0.03 0.35 0.13 -0.007
C 1.43716 0.08344 -1.88430 3.43 2.69 -5.74 0.250
C -3.09694 -0.21798 2.50733 0.23 -0.03 -0.71 -0.006
C 0.08245 -2.28481 -2.00386 -0.47 0.07 -0.20 0.022
H 0.74789 -0.95879 -3.64548 -0.07 0.03 0.22 0.022
H 0.48437 -2.65529 -1.05004 0.06 0.22 -0.15 -0.004
H -2.94859 -0.56661 0.36507 0.10 0.10 0.20 0.003
H 2.89899 1.82946 0.58135 0.00 -0.22 0.04 -0.009
H -2.09580 -2.31230 -2.46253 -0.14 0.69 -0.52 -0.004
H -2.97703 0.28609 4.60919 0.08 -0.02 -0.26 0.001
H 3.41425 0.21936 0.01808 -0.08 0.10 0.26 0.002
C 1.74337 -1.18501 1.52117 0.20 -0.12 0.26 0.043
H 1.99433 -1.74388 -2.74471 0.14 0.04 0.03 -0.008
H -0.84734 -0.22299 -2.89347 0.37 0.25 0.57 0.013
H 1.53822 0.82490 3.19424 -0.06 0.08 -0.11 0.001
H 2.04228 -1.77691 0.64492 -0.04 0.18 0.18 0.000
H 0.79988 -1.58346 1.91521 0.20 0.30 -0.23 0.002
C 0.84854 1.51751 -1.84568 4.60 0.25 -4.87 0.153
H -0.60247 1.98953 -3.35901 0.13 -0.22 0.23 0.027
C -0.50596 2.00878 -2.25958 -1.21 0.19 -0.32 0.040
H -0.64627 3.06427 -1.99145 0.20 -0.26 0.23 -0.016
H -1.73964 -2.09251 -0.76521 0.19 -0.11 -0.37 0.002
C -1.10166 0.20513 1.20890 0.69 -0.14 -1.42 0.147
H -2.04634 1.44648 -0.71964 0.22 -0.03 0.08 0.011
C -2.42436 -0.22671 1.26091 -0.31 0.27 1.69 -0.012
H -0.60263 1.10896 4.44813 -0.28 -0.15 0.06 -0.001
C -2.45300 0.25903 3.65314 0.15 0.17 -0.02 0.005
C 1.05915 -1.18522 -2.61627 0.14 -1.79 -0.52 0.069
C -0.45312 0.63922 2.35393 -1.00 0.03 1.20 -0.112
N 1.63067 0.24042 1.15318 0.44 0.02 0.06 -0.075
H 1.11502 2.09908 2.02816 0.02 -0.38 -0.03 0.003
V 0.26854 0.41250 -0.53343 -6.88 -1.92 11.27 2.505
H 2.52910 0.15102 -1.84024 -0.09 0.24 0.33 -0.004
C 0.99598 1.02401 2.25446 0.28 -0.09 -0.14 0.032
H 3.61168 0.66332 1.74036 0.05 0.10 -0.15 0.006
C -1.13168 0.71261 3.58103 0.14 -0.21 -0.42 0.005
C 2.96907 0.76994 0.85336 0.06 -0.06 0.25 0.049
H 0.08270 -3.14866 -2.68217 0.23 0.14 0.05 0.000
C -1.03853 -0.26248 -1.79779 -2.01 -2.13 -2.79 -0.165
H 2.51915 -1.29191 2.29838 -0.13 -0.09 -0.13 0.004
```
Positions in Å, forces in eV/Å.

Its HOMO energy (alpha / beta) is -0.254 / -0.276 Ha. As for the expectation value of S²: 3.77. The LUMO energy (alpha / beta) comes out at 0.52 / -1.12 eV. Its multiplicity is 4.